Computed, not measured: a molecular structure, C6H13NO, with wB97M-V/def2-TZVPD.

```
! RIJCOSX wB97M-V def2-TZVPD def2/J DEFGRID3
* xyz 0 1
C 0.6672 -1.0427 -2.0273
C 1.4008 -0.3838 1.6882
C 0.3565 -0.9229 -0.5638
C 1.0167 0.0000 0.2692
O -0.1210 -2.1283 -0.0638
H -0.1429 -2.0991 0.8991
H 1.7835 0.5779 -0.2383
H 0.9123 -0.0679 -2.4480
H -0.1964 -1.4499 -2.5565
H 1.5152 -1.7135 -2.1980
H 1.8563 0.4640 2.2000
H 2.1098 -1.2156 1.7139
H 0.5201 -0.6701 2.2726
C -1.9482 0.7893 -0.4577
C -1.2370 1.7124 0.3656
N -1.5820 2.6162 1.1561
H -0.8103 3.0695 1.6468
H 0.0202 1.0737 0.4435
H -1.1749 -0.1387 -0.6058
H -2.0854 1.1357 -1.4822
H -2.8605 0.3937 -0.0135
*
```

=====

Computed, not measured: 2 unconnected molecules or ions with the total composition C6H13NO, with wB97M-V/def2-TZVPD.

Computed properties:
structure (SMILES)	C/C=C/C=C/NC.O

```
! RIJCOSX wB97M-V def2-TZVPD def2/J DEFGRID3
* xyz 0 1
C -3.0193 1.3908 -1.0469
C -2.0587 0.2232 -0.8187
C -0.8974 0.3178 -1.3710
C 0.1967 -0.6120 -1.1868
C 0.5951 -1.0303 0.0961
N 1.9743 -1.1796 0.2365
C 2.5179 -1.5592 1.5129
H -2.7854 1.7693 -0.0102
H -2.7250 2.1832 -1.7128
H -4.0814 1.2014 -0.7987
H -2.4859 -0.4128 -0.0091
H -0.6305 1.1179 -2.1806
H 0.7057 -0.9419 -2.1446
H -0.1342 -0.7102 0.9517
H 2.3462 -1.7299 -0.5649
H 2.0510 -1.1075 2.4204
H 3.5761 -1.3114 1.6052
H 2.4723 -2.6056 1.7113
O 0.6938 1.9374 1.3726
H 0.1841 1.6142 0.5898
H 1.5046 1.4450 1.3476
*
```

=====

Number 1: E_tot -366.2706 a.u., largest force on an atom 3.491 eV/A. Number 2: E_tot -366.2813 a.u., largest force on an atom 4.508 eV/A.